No. 1
# C20H18ClF3N2O4

C20H18ClF3N2O4 in the gas phase (ωB97M-V/def2-TZVPD, OMol25).

Geometry (Å):
C1 5.25 -0.08 1.09
C2 3.90 -0.42 0.54
C3 2.84 0.47 0.68
C4 1.59 0.18 0.17
C5 1.37 -1.02 -0.49
C6 0.01 -1.28 -1.02
O1 -0.77 -0.37 -1.28
N1 -0.33 -2.58 -1.20
C7 -1.67 -2.92 -1.61
C8 -2.73 -2.72 -0.53
O2 -3.87 -3.09 -0.62
O3 -2.23 -2.04 0.51
C9 -3.12 -1.57 1.50
C10 -3.00 -0.05 1.71
O4 -3.39 0.46 2.73
N2 -2.47 0.60 0.64
C11 -2.19 1.96 0.56
C12 -1.89 2.70 1.70
C13 -1.54 4.03 1.63
C14 -1.48 4.66 0.39
Cl1 -1.02 6.31 0.27
C15 -1.81 3.95 -0.76
C16 -2.17 2.62 -0.68
C17 -2.57 1.99 -2.00
F1 -1.52 1.81 -2.82
F2 -3.21 0.82 -1.91
F3 -3.41 2.81 -2.67
C18 2.43 -1.91 -0.65
C19 3.69 -1.62 -0.15
C20 4.82 -2.58 -0.35
H1 5.56 -0.84 1.81
H2 5.23 0.88 1.60
H3 5.99 -0.04 0.30
H4 3.00 1.40 1.21
H5 0.77 0.88 0.28
H6 0.23 -3.30 -0.78
H7 -1.96 -2.25 -2.43
H8 -1.71 -3.95 -1.97
H9 -2.90 -2.06 2.45
H10 -4.15 -1.81 1.22
H11 -2.16 0.04 -0.15
H12 -1.93 2.21 2.66
H13 -1.30 4.58 2.52
H14 -1.79 4.45 -1.72
H15 2.30 -2.83 -1.21
H16 5.64 -2.11 -0.89
H17 4.49 -3.46 -0.91
H18 5.21 -2.91 0.61

Results
- HOMO-LUMO gap (Eh) = 0.333
- max |F| (eV/A) = 0.687
- SMILES = Cc1ccc(C(=O)NCC(=O)OCC(=O)Nc2ccc(Cl)cc2C(F)(F)F)cc1C


No. 2
# C44H56O2P

7 unconnected molecules or ions with the total composition C44H56O2P (ωB97M-V/def2-TZVPD, OMol25).

Geometry (Å):
C1 1.94 0.69 0.09
O1 1.02 0.03 -0.75
C2 1.01 -1.37 -0.68
C3 -0.40 -1.90 -0.40
C4 -1.21 -1.10 0.63
C5 -1.26 -1.69 2.03
C6 0.12 -1.65 2.73
P1 0.56 -3.18 3.53
C7 0.79 -4.58 2.42
C8 2.03 -5.42 2.83
O2 1.85 -6.78 2.58
H1 2.86 0.12 0.22
H2 1.52 0.91 1.08
H3 2.21 1.64 -0.37
H4 1.35 -1.77 -1.64
H5 1.72 -1.73 0.07
H6 -0.95 -1.93 -1.35
H7 -0.32 -2.94 -0.06
H8 -2.24 -1.01 0.26
H9 -0.84 -0.08 0.69
H10 -1.69 -2.70 1.99
H11 -1.94 -1.08 2.63
H12 0.14 -0.87 3.50
H13 0.92 -1.41 2.03
H14 1.77 -2.99 4.20
H15 -0.37 -3.52 4.51
H16 0.87 -4.22 1.40
H17 -0.09 -5.22 2.52
H18 2.18 -5.32 3.91
H19 2.92 -5.04 2.32
H20 1.27 -6.94 1.84
C9 -1.21 3.24 3.03
C10 -2.30 3.59 3.81
C11 -3.57 3.18 3.46
C12 -3.76 2.40 2.32
C13 -2.67 2.05 1.54
C14 -1.39 2.47 1.89
H21 -0.21 3.58 3.30
H22 -2.15 4.20 4.70
H23 -4.42 3.45 4.07
H24 -4.76 2.07 2.05
H25 -2.82 1.45 0.65
H26 -0.55 2.21 1.27
C15 1.19 0.81 -6.28
C16 -0.16 0.63 -6.01
C17 -0.64 0.77 -4.72
C18 0.23 1.10 -3.69
C19 1.59 1.28 -3.96
C20 2.06 1.13 -5.25
H27 1.56 0.69 -7.29
H28 -0.85 0.38 -6.81
H29 -1.69 0.63 -4.51
H30 -0.13 1.21 -2.68
H31 2.27 1.53 -3.15
H32 3.12 1.27 -5.46
C21 5.25 -7.28 2.75
C22 6.08 -7.94 1.86
C23 7.46 -7.76 1.93
C24 8.00 -6.91 2.89
C25 7.17 -6.25 3.78
C26 5.79 -6.44 3.71
H33 4.18 -7.42 2.70
H34 5.66 -8.60 1.11
H35 8.11 -8.27 1.24
H36 9.07 -6.78 2.95
H37 7.59 -5.60 4.54
H38 5.15 -5.92 4.41
C27 -6.98 5.08 4.46
C28 -8.06 5.43 5.25
C29 -9.34 5.00 4.91
C30 -9.53 4.23 3.77
C31 -8.44 3.88 2.98
C32 -7.17 4.30 3.33
H39 -5.98 5.41 4.73
H40 -7.92 6.03 6.14
H41 -10.19 5.28 5.52
H42 -10.52 3.91 3.50
H43 -8.59 3.28 2.09
H44 -6.32 4.04 2.70
C33 4.88 2.82 -1.27
C34 5.34 3.38 -0.09
C35 6.32 2.73 0.65
C36 6.84 1.53 0.20
C37 6.38 0.97 -0.98
C38 5.40 1.62 -1.72
H45 4.11 3.33 -1.85
H46 4.94 4.33 0.26
H47 6.68 3.17 1.57
H48 7.62 1.03 0.77
H49 6.79 0.03 -1.34
H50 5.04 1.18 -2.65
C39 -3.46 2.42 -9.11
C40 -4.81 2.25 -8.85
C41 -5.29 2.40 -7.55
C42 -4.41 2.73 -6.53
C43 -3.06 2.90 -6.79
C44 -2.59 2.75 -8.09
H51 -3.09 2.31 -10.12
H52 -5.49 2.00 -9.65
H53 -6.34 2.26 -7.34
H54 -4.79 2.85 -5.52
H55 -2.38 3.16 -5.99
H56 -1.53 2.89 -8.30

Results
- HOMO-LUMO gap (Eh) = 0.282
- net charge = +1
- max |F| (eV/A) = 0.475


LUMO energy for the records above, in order: 0.351 -2.852 eV